(1)
DFT (the ωB97M-V functional and the def2-TZVPD basis) results for a structure of composition AgCl.

- Frontier orbital gap: 4.64 eV

Each line ends with the natural charge from an NBO analysis.
Geometry (Å):
Cl  0.63317  1.84853  0.27823  -0.80
Ag  -0.63317  -1.84852  -0.27823  0.80

(2)
DFT (the ωB97M-V functional and the def2-TZVPD basis) results for a structure of composition C42H40As2BaF2N2O3S3.

- Frontier orbital gap: 7.07 eV

Each line ends with the Mulliken charge.
Geometry (Å):
As  0.03604  -2.70181  0.50127  0.92
C  4.79115  2.83693  2.62225  -0.50
H  -1.93364  -4.47008  4.74925  0.40
C  0.04268  -5.64886  0.03868  -0.63
C  -0.22979  -6.79774  -0.68884  -0.65
H  1.85188  -1.31054  -4.62998  0.46
H  -4.81474  -1.58674  0.94670  0.31
H  -1.14081  -7.61392  -2.45132  0.37
H  2.75466  -1.49508  1.53380  0.52
C  1.40948  6.69656  -0.10408  -0.65
H  0.10299  -7.76029  -0.32124  0.40
N  -3.45017  -2.48248  -0.30665  -0.48
C  1.92791  -2.69328  -0.06499  -1.52
H  1.93773  4.60485  0.41729  0.37
C  -3.00982  3.68859  -0.95696  -0.66
H  3.67495  -1.42159  0.02773  0.61
C  -1.00198  -3.76226  2.95492  -0.15
N  -4.29788  -1.43573  0.09091  -0.14
H  5.48066  3.42877  3.21069  0.39
C  3.25748  0.28655  -4.35882  -0.65
H  -2.63945  -2.50420  0.30533  0.08
C  2.55205  2.11508  2.14124  -0.80
H  2.41472  -3.61278  0.26824  0.67
H  0.26407  8.37332  -0.94551  0.47
C  -3.79304  -0.18721  -0.04741  0.15
H  3.62966  0.23296  -5.37446  0.39
C  0.40512  7.31868  -0.77085  -0.62
H  -1.94346  -3.57860  2.44942  0.24
H  0.21253  -4.85577  5.91618  0.37
C  -5.80384  0.61236  0.98197  -0.97
C  -0.92889  -6.71552  -1.88554  -0.46
H  -6.26248  1.59478  1.04695  0.25
H  -1.80903  1.38983  -2.39608  0.78
H  0.74007  2.76996  -5.60650  0.48
S  -2.03854  3.43399  1.38577  0.28
H  -1.12321  1.05484  -4.87870  0.45
C  1.39982  -4.19450  4.25685  -0.80
C  3.74512  1.24574  -3.48642  -0.80
S  0.77318  3.71007  -3.36232  -0.07
H  4.76161  0.69178  0.00969  0.35
H  -1.28166  -0.89953  3.62917  0.08
As  1.70900  0.26607  0.10745  1.18
C  -0.67330  1.79753  -4.23495  -0.99
C  0.28622  2.66898  -4.63366  -0.58
C  0.19197  -3.46996  2.29678  0.23
H  -3.10382  3.78368  -2.02934  0.65
H  -6.42149  -0.03916  0.36294  0.38
H  2.24031  7.21912  0.34847  0.42
C  2.66664  -1.46080  0.44410  -1.36
C  -0.34001  2.98305  -2.26547  0.76
C  -1.08831  -4.33378  -1.61956  -0.42
C  2.25921  -0.58101  -3.94111  -0.92
C  -1.70617  -0.29176  2.81228  -0.37
C  -0.38344  3.41940  -0.80408  3.94
H  2.34163  -4.35963  4.76491  0.40
C  3.27349  1.31203  -2.18278  -0.27
C  -1.82939  3.46812  -0.31987  -1.69
H  2.33594  -3.47828  2.47593  0.21
C  1.39121  -3.69370  2.96142  0.09
O  -4.52827  0.82594  0.38814  0.05
C  1.78565  -0.50956  -2.64190  -0.52
O  0.34719  2.57347  -0.01864  -1.46
C  -4.10859  3.79595  -0.05567  -0.87
C  2.31542  0.40949  -1.73376  0.69
C  -1.03506  1.97798  -2.87202  -0.84
C  4.37719  1.30414  0.81689  -0.10
C  0.11434  4.86303  -0.68549  -1.24
F  -2.42940  0.72075  3.52245  -0.38
C  1.24084  5.28363  -0.05513  -0.39
H  -4.34835  3.67628  2.12484  0.50
C  -0.38194  -4.40544  -0.41959  0.46
F  -2.81272  -1.16034  2.36931  -0.36
H  -1.91080  -5.41539  -3.28023  0.40
H  -1.43713  -3.36701  -1.96661  0.37
H  4.49757  1.94773  -3.82451  0.41
H  -5.70149  0.20043  1.98812  0.32
H  1.48919  2.13911  2.35028  0.35
Ba  -1.04573  1.05113  0.46629  2.35
H  6.32219  2.02810  1.35819  0.41
C  0.20672  -4.47528  4.90288  -0.51
C  3.00963  1.33735  1.08018  0.13
C  -3.73176  3.65553  1.24035  -0.61
C  3.43428  2.86143  2.90805  -0.64
H  3.65184  2.07372  -1.51343  0.45
H  3.06361  3.46445  3.72720  0.45
C  -0.99826  -4.26077  4.24617  -0.73
S  -0.76855  6.20059  -1.34007  -0.04
H  1.91841  -2.71848  -1.15627  0.83
C  -1.35945  -5.48203  -2.35048  -0.68
H  -3.96329  -3.34836  -0.22857  0.29
H  0.58544  -5.71781  0.97466  0.34
C  5.26226  2.05269  1.57826  -0.81
H  -5.13126  3.95588  -0.36651  0.50
H  0.98958  -1.17488  -2.31933  0.56
O  -2.73217  0.06953  -0.60511  -0.56

(3)
DFT (the ωB97M-V functional and the def2-TZVPD basis) results for a cluster of 10 separate species, C14H51N3O10 in total.

- 2S+1: 2
- Net charge: -1
- Expectation value of S²: 0.75
- Frontier orbital gap (spin up / spin down): 2.38 / 9.87 eV

Each line ends with the Löwdin spin population.
Geometry (Å):
H  11.28159  -2.82019  -16.82475  0.01
H  13.12873  -3.49354  -14.90135  0.11
O  7.83006  -1.90787  -17.42325  0.00
H  7.02734  -5.12941  -13.89780  0.00
H  9.45824  -2.37389  -13.18057  0.01
C  7.56511  -5.88528  -13.32547  0.00
H  5.69277  -5.86128  -19.51368  0.00
H  9.80994  -4.61731  -12.31818  0.01
H  12.50679  -0.59539  -20.29239  0.00
H  13.15598  0.79358  -18.50789  0.00
H  5.45564  -7.62608  -19.18965  0.00
C  9.93099  -5.04445  -13.31367  0.04
H  16.31090  -3.78010  -16.50362  0.03
C  6.09518  -6.86648  -19.63920  0.00
H  19.33851  -3.37258  -16.74684  0.00
H  13.27823  -0.67050  -18.14265  0.00
C  9.00075  -6.26433  -13.71606  0.00
O  9.88610  -4.10456  -14.37938  0.04
H  15.22205  -1.37487  -20.01467  0.00
H  11.15067  0.68603  -16.14335  0.01
C  9.15546  -2.92845  -14.06876  0.03
O  12.66072  -0.02527  -18.48700  0.01
H  10.53173  -5.66457  -16.82206  0.01
H  18.57361  -4.62342  -16.34450  0.01
H  14.83350  -1.12311  -16.69344  0.05
C  15.50681  -2.49215  -18.06425  0.01
H  11.01021  -6.56707  -20.29820  0.00
O  12.41047  -3.54808  -15.53172  0.24
H  10.48154  1.55882  -13.77447  0.01
O  10.58143  2.51070  -16.89812  0.00
C  10.61366  1.59810  -15.88285  0.01
H  11.86531  -1.89780  -20.72150  0.00
C  15.94309  -1.51814  -19.20988  0.01
H  10.01940  -7.32638  -18.57981  0.00
N  14.44685  -1.87735  -17.24273  0.03
H  16.21408  -0.52866  -18.84164  0.00
H  11.61907  -3.55953  -14.99339  0.02
H  9.19835  -6.24522  -14.78783  0.00
O  7.40635  -6.95059  -18.98465  0.00
H  9.59742  1.21090  -15.80922  0.00
C  9.78396  -6.27987  -18.77345  0.00
H  11.67102  -5.94126  -18.98890  0.01
N  10.87988  -5.84068  -19.60866  0.00
H  7.59649  -5.49011  -12.31011  0.00
H  10.18675  -2.78262  -19.23588  0.00
H  7.97043  -1.18612  -16.81039  0.00
O  10.90743  -2.11224  -17.34920  0.03
H  9.56879  -4.42998  -17.69532  0.00
O  17.65971  -3.69058  -18.04782  0.01
N  9.39854  -7.49315  -12.99015  0.00
H  11.94240  2.27795  -14.41080  0.01
C  10.86995  2.18172  -14.58022  0.02
O  10.26706  -2.98898  -20.16711  0.00
C  18.84603  -4.17301  -17.29898  0.01
H  19.52189  -4.88348  -17.77494  0.00
H  17.09831  -2.38011  -16.54502  0.02
H  6.97605  -6.79189  -13.18708  0.00
C  16.66035  -3.07696  -17.25965  0.05
C  8.47341  -6.33744  -19.64462  0.00
H  8.23728  -5.38440  -20.11795  0.00
H  9.22755  -2.26216  -14.92839  0.00
H  8.11764  -3.14918  -13.81914  0.00
H  14.08169  -2.47940  -16.51866  0.03
H  8.87096  -5.97144  -16.96479  0.00
H  8.56717  -6.93428  -20.55186  0.00
H  10.53921  2.02001  -17.72215  0.00
H  10.34205  -3.94280  -20.19596  0.00
H  16.89625  -1.74490  -19.68755  0.00
C  9.69354  -5.49466  -17.49783  0.01
H  15.03254  -3.24636  -18.69220  0.00
H  11.65812  -1.56930  -17.58987  0.00
H  6.11908  -7.15857  -20.68907  0.00
H  10.39918  3.16458  -14.55888  0.00
O  12.36416  -1.15303  -21.05720  0.00
H  8.55136  -8.03847  -13.06099  0.00
H  9.42129  -7.33667  -11.99261  0.00
H  10.95722  -5.38912  -13.44075  0.02
H  8.71136  -2.18288  -17.67606  0.00